Molecular formula: CHF2O3S
Method: DFT, ωB97M-V with the def2-TZVPD basis set

```
! wB97M-V def2-TZVPD RIJCOSX def2/J DEFGRID3
* xyz -1 1
C 1.9354 -0.9128 0.6888
O -3.2347 0.7093 -0.2822
O -1.3282 1.7578 -1.5223
O -0.8154 0.2831 0.3066
F 2.4758 -0.2878 -0.3949
F 1.6857 -2.2238 0.3829
S -1.8195 1.1291 -0.2648
H 1.1008 -0.4549 1.0859
*
```

Computed properties:
* strongest force on any atom: 3.86 eV/Å
* energy relative to the best compared isomer or geometry (same formula, charge and spin): 313.0 kJ/mol

Calculated atomic charges, method natural (NBO), unit e: 0.54 -0.98 -1.00 -1.03 -0.34 -0.36 2.02 0.16